one | Density functional theory data (ωB97M-V/def2-TZVPD) for an isolated molecule of C11H11NO3.

Last columns: bonded neighbours and bond lengths (Å).
Element x y z (Å)
1 N 2.8340 -0.3898 1.0979  C2 1.420, H16 1.012, H17 1.043
2 C 1.8586 -0.1594 0.0921  N1 1.420, C3 1.452, C5 1.540, C14 1.713
3 C 1.6224 -1.2090 -0.8828  C2 1.452, O4 1.341, C5 1.548, H18 1.055
4 O 2.3297 -2.3488 -0.8683  C3 1.341, H19 1.059
5 C 0.5920 -1.0206 0.2569  C2 1.540, C3 1.548, C6 1.517, H20 1.020
6 C -0.8143 -0.5117 0.0022  C5 1.517, C7 1.404, C11 1.446
7 C -1.7779 -1.5282 -0.0994  C6 1.404, C8 1.384, H21 1.070
8 C -3.1198 -1.1999 -0.1778  C7 1.384, C9 1.412, H22 1.033
9 C -3.5908 0.1268 -0.0647  C8 1.412, C10 1.383, H23 1.038
10 C -2.6984 1.1685 0.1127  C9 1.383, C11 1.461, H24 1.059
11 C -1.2710 0.8587 0.0695  C6 1.446, C10 1.461, C12 1.483
12 C -0.2765 1.9546 -0.0206  C11 1.483, O13 1.472, C14 1.636, H25 1.084
13 O 0.5323 1.7844 -1.2392  C12 1.472, C14 1.410
14 C 1.2746 1.4405 -0.0905  C2 1.713, C12 1.636, O13 1.410, O15 1.336
15 O 2.2907 2.2444 0.2350  C14 1.336, H26 1.004
16 H 3.5539 0.3210 1.0786  N1 1.012
17 H 2.4803 -0.4882 2.0742  N1 1.043
18 H 1.2900 -0.9491 -1.8501  C3 1.055
19 H 3.0712 -2.4892 -0.1252  O4 1.059
20 H 0.6012 -1.7340 0.9862  C5 1.020
21 H -1.5065 -2.5486 -0.2701  C7 1.070
22 H -3.7340 -1.9691 -0.4919  C8 1.033
23 H -4.5655 0.4691 0.0308  C9 1.038
24 H -3.0478 2.1674 0.1605  C10 1.059
25 H -0.2698 2.9699 0.3581  C12 1.084
26 H 2.3415 3.0403 -0.3743  O15 1.004

Output
Charge ... 0
HOMO-LUMO gap ... 8.810 eV
Structure (SMILES) ... N[C@@]12[C@@H](O)[C@@H]1c1ccccc1[C@@H]1O[C@@]12O
LUMO level ... 0.67 eV

Computed Löwdin charges, given in elementary charges: number 1, N, carries 0.090; number 2, C, carries -0.270; number 3, C, carries -0.293; number 4, O, carries -0.016; number 5, C, carries -0.075; number 6, C, carries -0.093; number 7, C, carries -0.031; number 8, C, carries -0.068; number 9, C, carries -0.078; number 10, C, carries -0.015; number 11, C, carries -0.088; number 12, C, carries -0.063; number 13, O, carries 0.016; number 14, C, carries -0.359; number 15, O, carries 0.043; number 16, H, carries 0.082; number 17, H, carries 0.117; number 18, H, carries 0.149; number 19, H, carries 0.178; number 20, H, carries 0.116; number 21, H, carries 0.114; number 22, H, carries 0.075; number 23, H, carries 0.076; number 24, H, carries 0.095; number 25, H, carries 0.141; number 26, H, carries 0.158

***

two | Density functional theory data (ωB97M-V/def2-TZVPD) for an isolated molecule of C11H11NO3.

Last columns: bonded neighbours and bond lengths (Å).
Element x y z (Å)
1 O 4.6361 1.5247 1.0050  C2 1.205
2 C 4.0758 0.8150 0.2078  O1 1.205, O3 1.339, C4 1.477
3 O 4.5873 0.5469 -1.0005  C2 1.339, H16 0.970
4 C 2.7704 0.1713 0.4573  C2 1.477, C5 1.332, H17 1.081
5 C 2.1384 -0.5778 -0.4440  C4 1.332, C6 1.490, H18 1.081
6 C 0.8539 -1.2963 -0.2107  C5 1.490, O7 1.215, N8 1.352
7 O 0.6338 -2.3790 -0.7154  C6 1.215
8 N -0.0188 -0.6645 0.6058  C6 1.352, C9 1.446, H19 1.007
9 C -1.3351 -1.1930 0.8872  N8 1.446, C10 1.507, H20 1.096, H21 1.095
10 C -2.4310 -0.2977 0.3693  C9 1.507, C11 1.388, C15 1.390
11 C -3.5491 -0.0230 1.1445  C10 1.388, C12 1.384, H22 1.081
12 C -4.5578 0.7900 0.6576  C11 1.384, C13 1.384, H23 1.080
13 C -4.4539 1.3442 -0.6065  C12 1.384, C14 1.385, H24 1.080
14 C -3.3401 1.0767 -1.3848  C13 1.385, C15 1.383, H25 1.080
15 C -2.3359 0.2583 -0.9008  C10 1.390, C14 1.383, H26 1.081
16 H 5.4427 0.9922 -1.1035  O3 0.970
17 H 2.3799 0.3548 1.4486  C4 1.081
18 H 2.5960 -0.7768 -1.4032  C5 1.081
19 H 0.1844 0.2678 0.9288  N8 1.007
20 H -1.3799 -2.1697 0.3927  C9 1.096
21 H -1.4478 -1.3422 1.9665  C9 1.095
22 H -3.6337 -0.4533 2.1324  C11 1.081
23 H -5.4257 0.9924 1.2676  C12 1.080
24 H -5.2393 1.9811 -0.9852  C13 1.080
25 H -3.2551 1.5041 -2.3730  C14 1.080
26 H -1.4724 0.0405 -1.5129  C15 1.081

Output
Charge ... 0
HOMO-LUMO gap ... 9.193 eV
Structure (SMILES) ... O=C(O)/C=C/C(=O)NCc1ccccc1
LUMO level ... -0.15 eV

Computed Löwdin charges, given in elementary charges: number 1, O, carries 0.107; number 2, C, carries -0.536; number 3, O, carries 0.104; number 4, C, carries 0.014; number 5, C, carries 0.044; number 6, C, carries -0.497; number 7, O, carries 0.070; number 8, N, carries 0.065; number 9, C, carries -0.125; number 10, C, carries -0.213; number 11, C, carries -0.048; number 12, C, carries -0.086; number 13, C, carries -0.093; number 14, C, carries -0.081; number 15, C, carries -0.037; number 16, H, carries 0.135; number 17, H, carries 0.122; number 18, H, carries 0.127; number 19, H, carries 0.142; number 20, H, carries 0.132; number 21, H, carries 0.125; number 22, H, carries 0.109; number 23, H, carries 0.102; number 24, H, carries 0.101; number 25, H, carries 0.103; number 26, H, carries 0.113

***

Most stable: two. Least stable: one.

***

one | Density functional theory data (ωB97M-V/def2-TZVPD) for an isolated molecule of C2H6N4S.

Last columns: bonded neighbours and bond lengths (Å).
Element x y z (Å)
1 C 0.4320 -1.6980 -0.3313  N2 1.538, H8 1.084, H9 1.072, H10 1.158
2 N -0.1772 -0.3186 -0.6352  C1 1.538, C3 1.402, N7 1.473
3 C 0.5381 0.8553 -0.3621  N2 1.402, N4 1.534, H11 1.147, H12 1.127
4 N -0.1226 1.4710 0.8781  C3 1.534, S5 1.622, N6 1.233
5 S 0.6375 2.4597 1.9147  N4 1.622
6 N -1.2539 0.9873 0.9599  N4 1.233, N7 1.413
7 N -1.3838 -0.1973 0.2013  N2 1.473, N6 1.413, H13 0.997
8 H -0.5096 -2.2340 -0.3738  C1 1.084
9 H 1.0679 -1.9151 -1.1672  C1 1.072
10 H 0.8945 -1.4910 0.7101  C1 1.158
11 H 1.6624 0.6293 -0.3572  C3 1.147
12 H 0.4571 1.6733 -1.1327  C3 1.127
13 H -2.2423 -0.2219 -0.3048  N7 0.997

Output
Charge ... 0
HOMO-LUMO gap ... 8.269 eV
Structure (SMILES) ... CN1C[N+]([S-])=NN1
LUMO level ... 0.16 eV

Computed Löwdin charges, given in elementary charges: number 1, C, carries -0.022; number 2, N, carries -0.209; number 3, C, carries -0.220; number 4, N, carries -0.709; number 5, S, carries 0.507; number 6, N, carries 0.023; number 7, N, carries 0.007; number 8, H, carries 0.069; number 9, H, carries 0.066; number 10, H, carries 0.118; number 11, H, carries 0.140; number 12, H, carries 0.123; number 13, H, carries 0.109

***

two | Density functional theory data (ωB97M-V/def2-TZVPD) for an isolated molecule of C2H6N4S.

Last columns: bonded neighbours and bond lengths (Å).
Element x y z (Å)
1 H 1.6414 0.3729 -2.3258  N2 0.956
2 N 1.5490 0.6335 -1.4110  H1 0.956, C3 1.321
3 C 0.4813 0.2353 -0.7435  N2 1.321, N4 1.360, N6 1.470
4 N -0.3770 -0.7682 -1.0707  C3 1.360, N5 1.411, H9 0.930
5 N -0.8372 -1.6672 -0.0858  N4 1.411, H10 1.088, H11 1.153
6 N 0.5620 0.4690 0.7058  C3 1.470, C7 1.409, H12 1.079
7 C -0.4615 1.1140 1.4272  N6 1.409, S8 1.693, H13 1.073
8 S -1.9687 1.0609 0.6575  C7 1.693
9 H -0.0363 -1.2210 -1.8081  N4 0.930
10 H -1.5957 -1.0952 0.4449  N5 1.088
11 H -0.1442 -1.4547 0.8108  N5 1.153
12 H 1.5610 0.5970 1.0934  N6 1.079
13 H -0.3744 1.7236 2.3053  C7 1.073

Output
Charge ... 0
HOMO-LUMO gap ... 8.546 eV
Structure (SMILES) ... [H]/N=C(\NN)NC=S
LUMO level ... -0.36 eV

Computed Löwdin charges, given in elementary charges: number 1, H, carries -0.006; number 2, N, carries 0.133; number 3, C, carries -0.460; number 4, N, carries -0.088; number 5, N, carries -0.032; number 6, N, carries -0.064; number 7, C, carries -0.544; number 8, S, carries 0.646; number 9, H, carries 0.074; number 10, H, carries -0.009; number 11, H, carries 0.127; number 12, H, carries 0.174; number 13, H, carries 0.049

***

Most stable: two. Least stable: one.